Molecular formula: C8H5AsNO7S6SbTc
Method: DFT, wB97M-V/def2-TZVPD

```
30
Properties=species:S:1:pos:R:3:forces:R:3
Tc -0.11550 0.73648 0.53377 -0.193 2.419 -3.461
O -4.20630 -1.93136 1.95944 -0.100 -0.207 0.354
As -3.43119 -1.07976 0.70422 -0.695 0.401 -0.344
O -3.72434 -1.75540 -0.69677 0.215 -0.141 -0.537
O -1.42047 0.29531 -0.96410 0.650 0.352 1.124
C -3.57877 0.82838 0.99896 0.155 -0.419 -0.023
C -4.53929 1.66624 0.47549 0.104 -0.223 0.042
C -4.47128 3.01749 0.80949 0.036 0.067 0.016
C -3.46041 3.50788 1.62828 -0.080 -0.010 -0.035
C -2.49240 2.66244 2.15429 0.168 -0.035 0.154
C -2.56484 1.31937 1.81996 0.117 -0.302 -0.315
S -1.61481 0.00917 2.53039 -1.183 -0.299 1.616
O -0.21486 0.39005 2.65842 0.586 -0.142 0.162
O -2.32237 -0.46628 3.66408 0.344 -0.094 0.256
O -1.63365 -1.05027 1.37587 0.135 0.352 0.342
H -3.97848 -1.70656 2.87565 0.086 0.099 -0.082
H -5.30907 1.27108 -0.17348 -0.049 0.103 -0.009
H -5.22117 3.69632 0.42642 0.015 0.006 -0.026
H -3.43087 4.55947 1.87684 -0.003 0.010 -0.023
H -1.71686 3.03813 2.80755 0.004 -0.006 -0.008
S 2.01570 3.60531 -4.03027 0.067 -0.081 0.306
Sb 2.70204 2.59072 -1.97617 -0.320 0.143 -0.322
S 0.32926 2.74600 -0.85790 0.028 -0.954 -0.177
S 0.83076 2.90435 1.07870 0.115 -0.618 0.411
S 2.06993 1.48066 -3.97934 -0.029 0.062 0.235
S -1.12476 -0.54934 -2.30326 0.272 -0.237 -0.361
C -0.48179 -1.96477 -1.60843 -0.104 0.090 0.061
N -0.02775 -2.82322 -0.98455 0.023 -0.041 -0.070
O 2.43588 -0.34493 -0.65176 0.020 0.023 -0.061
C 1.46328 0.00464 -0.17742 -0.383 -0.314 0.774
```
Forces are in eV/Å.

Calculated values
Total charge = +1
HOMO = -11.683 eV
LUMO energy = -4.913 eV